# C27H72O9

A cluster of 9 separate species, C27H72O9 in total at a distorted geometry (ωB97M-V/def2-TZVPD, the OMol25 dataset).

Calculated total energy   -47592.70114 eV
SMILES string   CC(C)O.CC(C)O.CC(C)O.CC(C)O.CC(C)O.CC(C)O.CC(C)O.CC(C)O.CC(C)O
LUMO   0.33 eV
Frontier orbital gap   9.471 eV
Multiplicity   1
HOMO   -9.136 eV
ΔE to the lowest compared entry with this formula, charge and spin   232.62 kJ/mol

XYZ file:
```
108
Properties=species:S:1:pos:R:3:forces:R:3
C -2.464 -4.148 -1.251 1.31 0.43 0.56
C -2.595 -4.351 0.244 -1.04 0.84 -0.14
C -3.601 -3.397 0.845 -0.45 0.40 0.52
O -3.063 -5.610 0.567 0.04 -2.14 0.33
H -1.733 -4.864 -1.627 -0.22 -0.12 -0.30
H -1.983 -3.171 -1.315 -0.09 0.22 -0.58
H -3.393 -4.155 -1.821 -0.05 -0.11 0.19
H -1.636 -4.250 0.752 0.14 0.07 -0.21
H -3.770 -3.635 1.896 0.61 0.28 0.28
H -4.605 -3.601 0.473 -0.01 0.14 -0.71
H -3.362 -2.344 0.700 -0.05 0.09 0.08
H -3.818 -5.814 0.010 -0.10 -0.05 -0.04
C 2.182 4.206 -2.266 -0.11 0.10 0.98
C 0.784 3.912 -2.804 2.60 0.75 -0.60
C 0.149 5.212 -3.183 -1.58 0.16 0.57
O 0.984 3.127 -3.970 -0.84 -1.08 -0.10
H 2.830 4.619 -3.039 0.05 -0.20 -0.17
H 2.609 3.314 -1.809 0.28 -0.03 -0.22
H 2.143 4.974 -1.493 -0.03 0.02 0.18
H 0.260 3.341 -2.038 -0.46 -0.06 -0.43
H 0.640 5.775 -3.976 0.21 -0.34 -0.03
H 0.083 5.860 -2.310 -0.02 0.13 0.08
H -0.875 4.976 -3.473 -0.11 0.34 -0.33
H 1.738 3.477 -4.451 0.03 0.11 0.01
C 0.832 -5.672 5.098 0.09 -0.56 0.24
C 0.989 -5.043 3.757 0.43 0.28 -0.96
C -0.269 -4.334 3.319 -0.49 0.60 0.15
O 2.063 -4.132 3.742 0.42 0.20 1.32
H 0.553 -4.952 5.867 -0.14 0.05 -0.07
H 1.733 -6.186 5.433 0.09 0.06 -0.10
H 0.056 -6.426 4.961 -0.16 -0.05 0.43
H 1.281 -5.791 3.020 -0.44 -0.61 -0.11
H -1.169 -4.932 3.171 0.24 -0.45 -0.24
H -0.045 -3.750 2.426 -0.21 -0.04 -0.15
H -0.560 -3.628 4.097 0.16 0.27 0.10
H 2.095 -3.674 2.899 0.00 0.28 -0.53
C 0.137 3.370 0.955 0.01 -0.64 0.26
C 0.929 2.932 2.212 -0.81 -1.13 -1.45
C 1.734 3.979 2.846 0.13 1.61 0.73
O 0.007 2.422 3.176 -0.19 0.09 0.15
H -0.489 4.250 1.105 0.33 0.27 0.26
H -0.581 2.585 0.719 0.05 -0.19 0.01
H 0.747 3.491 0.060 0.25 0.21 0.19
H 1.542 2.063 1.974 0.10 -0.02 -0.25
H 1.961 3.684 3.871 0.64 -0.11 -0.17
H 1.095 4.854 2.964 -0.18 0.32 0.02
H 2.589 4.353 2.282 0.16 -0.42 0.09
H -0.293 3.198 3.654 -0.38 -0.04 0.32
C 1.516 -4.041 -0.792 0.40 -0.87 -0.06
C 2.659 -3.821 0.260 0.04 0.91 -2.43
C 3.838 -3.149 -0.487 0.12 -0.49 -0.03
O 2.288 -2.918 1.256 -0.15 -0.25 0.97
H 0.629 -4.525 -0.382 -0.12 0.32 0.34
H 1.818 -4.729 -1.582 0.53 -0.35 0.17
H 1.225 -3.185 -1.401 0.02 0.50 0.66
H 2.932 -4.777 0.707 0.10 0.02 0.04
H 4.691 -2.937 0.158 0.00 -0.33 0.16
H 3.550 -2.173 -0.878 -0.39 -0.05 0.07
H 4.155 -3.742 -1.345 0.19 -0.13 0.03
H 1.535 -2.424 0.923 -0.64 0.61 0.06
C -2.503 0.053 4.506 -0.74 -0.33 -0.13
C -2.491 -0.172 3.002 -0.98 0.99 -0.39
C -3.223 0.904 2.152 -1.23 -0.60 1.35
O -1.176 -0.223 2.603 1.74 -0.74 -0.77
H -1.927 0.949 4.738 0.04 -0.01 0.16
H -2.076 -0.831 4.980 0.27 0.19 0.09
H -3.511 0.155 4.908 -0.06 0.17 -0.04
H -2.898 -1.149 2.742 -0.32 -0.04 0.18
H -4.203 1.027 2.614 -0.36 0.01 0.03
H -3.459 0.552 1.148 0.57 0.22 -0.16
H -2.809 1.911 2.213 0.56 -0.23 -0.29
H -0.713 0.512 3.012 0.34 0.38 -0.05
C 4.258 0.523 -4.134 1.00 -0.47 -0.55
C 3.926 -0.779 -4.975 0.47 1.13 2.51
C 3.182 -1.718 -4.034 0.95 -0.26 -0.02
O 3.145 -0.424 -6.029 -1.35 0.50 -2.12
H 4.678 0.329 -3.147 -0.25 -0.33 0.13
H 3.374 1.152 -4.026 -0.26 -0.20 0.04
H 5.023 1.150 -4.593 -0.08 -0.01 -0.45
H 4.777 -1.257 -5.462 0.40 0.08 0.61
H 3.161 -2.709 -4.488 -0.55 -0.06 0.20
H 2.203 -1.303 -3.791 -0.19 -0.20 -0.29
H 3.720 -1.769 -3.088 0.04 -0.27 -0.03
H 2.330 -0.050 -5.687 -0.22 0.11 -0.09
C 1.532 -0.092 -1.027 -0.08 -0.62 0.48
C 0.233 -0.225 -0.256 -2.30 0.16 0.01
C -1.063 -0.103 -1.097 0.80 0.80 -0.58
O 0.108 -1.455 0.444 1.22 -1.11 -0.56
H 1.633 0.780 -1.673 -0.39 0.31 0.32
H 1.688 -0.935 -1.701 -0.02 -0.20 0.24
H 2.300 -0.079 -0.253 0.44 -0.03 -0.33
H 0.174 0.513 0.544 0.22 0.52 -0.24
H -0.961 -0.575 -2.074 0.19 -0.05 -0.10
H -1.218 0.964 -1.258 -0.30 0.12 -0.26
H -1.975 -0.521 -0.672 0.25 0.03 0.53
H -0.679 -1.387 0.989 0.03 0.25 0.50
C -3.702 5.941 -2.026 -1.13 -1.19 0.25
C -3.752 5.251 -0.636 1.64 1.81 -1.06
C -2.809 4.069 -0.528 -0.75 -0.44 -0.08
O -3.318 6.237 0.314 -0.98 -0.05 0.93
H -4.452 6.730 -2.086 0.33 0.33 0.29
H -4.107 5.196 -2.711 0.45 -0.09 -0.55
H -2.714 6.287 -2.329 -0.04 -0.09 0.08
H -4.804 5.018 -0.472 0.18 -0.09 0.60
H -3.167 3.237 -1.136 0.12 -0.10 -0.15
H -2.772 3.718 0.503 0.03 0.06 0.00
H -1.804 4.341 -0.850 0.01 0.06 -0.06
H -2.437 6.562 0.115 0.03 -0.21 -0.35
```
Forces are in eV/Å.

=====

# C22H46N2O11P3S

A cluster of 3 separate species, C22H46N2O11P3S in total at a distorted geometry (ωB97M-V/def2-TZVPD, the OMol25 dataset).

Calculated total energy   -87753.38456 eV
LUMO   -5.21 eV
Frontier orbital gap   6.226 eV
Multiplicity   1
Charge   +1
HOMO   -11.441 eV
ΔE to the lowest compared entry with this formula, charge and spin   679.02 kJ/mol

XYZ file:
```
85
Properties=species:S:1:pos:R:3:forces:R:3
C 0.153 -1.338 -0.412 -1.07 0.03 -0.49
C 0.301 -2.542 -1.447 0.86 0.39 0.17
C 0.711 -3.926 -0.802 2.07 0.78 -0.63
C 1.712 -3.764 0.434 0.08 -0.29 -1.19
O -0.396 -4.825 -0.505 -1.71 0.88 -0.69
C -1.525 -4.162 -0.089 0.83 0.56 1.89
O -1.605 -3.819 1.068 -0.60 -0.20 -1.02
C -2.720 -3.756 -1.000 -1.75 0.07 -2.58
C -3.761 -2.827 -0.481 -0.46 -0.56 -2.20
C -4.852 -2.424 -1.378 2.58 -0.16 0.63
P -6.205 -1.213 -0.855 -2.24 -2.02 1.55
O -7.262 -2.024 -0.165 1.15 0.74 -0.60
N -4.915 -2.912 -2.678 1.05 -0.24 0.31
C -4.003 -3.769 -3.250 1.54 -0.72 1.70
N -4.190 -4.142 -4.610 0.11 1.12 1.45
C -2.856 -4.229 -2.408 -1.63 0.59 1.33
S -1.682 -5.363 -3.221 -0.42 0.22 0.15
H -0.821 -0.819 -0.669 1.17 -0.23 0.39
H 0.014 -1.681 0.654 0.44 0.41 -1.17
H 1.006 -0.600 -0.535 -1.06 -0.98 0.37
H -0.582 -2.623 -2.151 0.85 -0.07 0.90
H 1.164 -2.256 -2.122 -0.92 -0.48 0.67
H 1.329 -4.456 -1.588 -1.08 0.27 0.77
H 2.314 -2.821 0.268 -0.83 -0.86 0.42
H 1.185 -3.785 1.417 0.54 0.14 -0.85
H 2.464 -4.600 0.336 -0.95 0.73 0.52
H -3.726 -2.424 0.567 0.14 -0.50 -1.24
H -6.790 -0.636 -2.021 1.03 0.13 0.00
H -5.687 -0.206 0.014 0.48 -0.22 -0.84
H -5.678 -2.592 -3.291 0.36 -0.30 0.30
H -3.693 -3.432 -5.161 -0.40 -0.51 -0.25
H -3.818 -5.073 -4.807 0.13 0.43 0.15
H -2.058 -6.611 -2.779 -0.13 0.97 0.16
O -2.162 -0.031 1.848 -1.88 2.02 -3.70
P -2.718 1.231 2.496 2.64 -1.92 8.88
O -1.298 1.741 3.164 -0.12 0.20 -1.02
C -0.329 2.350 2.313 0.32 0.28 -0.02
C -0.728 3.767 1.941 -0.09 0.01 -0.10
O -3.369 0.416 3.786 -0.78 0.27 -0.78
C -3.909 -0.894 3.616 0.26 -0.34 0.36
C -2.928 -1.936 4.118 0.13 -0.10 0.11
O -3.472 2.625 3.067 -0.08 -0.36 -3.92
C -3.826 2.864 4.436 -0.71 0.18 0.95
C -2.661 2.942 5.399 0.39 -0.38 -0.12
H -0.177 1.740 1.417 0.02 -0.06 0.04
H 0.613 2.369 2.864 -0.12 -0.13 0.07
H -1.630 3.769 1.323 0.03 0.05 -0.02
H 0.071 4.258 1.382 -0.02 -0.04 0.01
H -0.947 4.356 2.832 0.06 -0.04 -0.03
H -4.184 -1.073 2.573 0.10 0.02 0.01
H -4.831 -0.948 4.200 0.04 0.15 -0.01
H -1.927 -1.784 3.711 -0.13 0.03 -0.19
H -3.259 -2.943 3.856 -0.01 0.02 0.05
H -2.833 -1.874 5.204 -0.10 -0.02 -0.03
H -4.570 2.139 4.768 0.18 -0.09 -0.10
H -4.333 3.832 4.438 0.09 0.00 -0.42
H -2.192 1.968 5.547 -0.04 0.08 -0.04
H -3.005 3.290 6.375 -0.17 0.05 -0.13
H -1.895 3.628 5.037 -0.09 0.02 0.04
O 3.520 0.752 -1.611 -4.01 1.70 1.55
P 3.970 2.191 -1.408 9.02 -1.39 -2.74
O 4.540 2.383 -2.950 -0.97 0.17 -0.13
C 3.598 2.592 -3.997 0.01 0.17 -0.30
C 3.037 4.003 -3.969 -0.12 0.03 0.07
O 5.379 1.761 -0.646 -0.79 0.49 0.78
C 5.410 0.634 0.230 0.25 -0.39 -0.10
C 6.036 -0.557 -0.471 0.16 -0.09 -0.12
O 4.354 3.807 -1.112 -3.75 -0.75 0.57
C 5.683 4.312 -0.929 0.86 0.45 0.56
C 6.596 4.179 -2.127 -0.04 -0.47 -0.25
H 2.794 1.852 -3.935 0.05 -0.05 -0.02
H 4.126 2.429 -4.939 0.08 -0.08 0.13
H 2.439 4.167 -3.067 -0.02 0.04 -0.04
H 2.401 4.183 -4.838 0.01 -0.03 0.03
H 3.839 4.741 -3.961 -0.02 -0.05 -0.04
H 4.412 0.398 0.603 0.02 -0.02 -0.13
H 6.017 0.908 1.097 -0.01 0.14 -0.09
H 5.589 -0.735 -1.450 -0.18 0.06 0.12
H 5.929 -1.464 0.128 0.05 0.04 0.03
H 7.099 -0.379 -0.644 -0.03 -0.01 0.09
H 6.133 3.880 -0.034 -0.08 -0.15 -0.14
H 5.559 5.377 -0.714 -0.41 -0.07 -0.06
H 6.871 3.139 -2.314 -0.05 0.08 0.02
H 7.521 4.736 -1.957 -0.13 0.08 0.16
H 6.122 4.564 -3.031 0.04 0.05 0.08
```
Forces are in eV/Å.